1.
2 unconnected molecules or ions with the total composition C10H20F2N2, computed with ωB97M-V/def2-TZVPD.

Each atom is followed by the atoms it is bonded to, with distances in Å.
Geometry (Å):
1 C -0.48 0.87 0.39  C4 1.526, C8 1.536, C9 1.547, H20 1.112
2 C -0.92 -2.48 -0.24  N12 1.287, F13 1.404
3 C -3.00 0.46 1.20  C8 1.516, H15 1.067, H16 1.046, H17 1.102
4 C -0.38 0.54 1.87  C1 1.526, C8 1.523, H18 1.098, H19 0.992
5 C 0.56 3.42 0.49  C9 1.576, H21 0.990, H22 1.137, H23 1.067
6 C 2.87 2.07 -1.01  C10 1.541, H24 0.991, H25 1.010, H26 1.101
7 C -0.33 -4.83 -0.71  N12 1.479, H27 1.021, H28 1.027, H29 1.077
8 C -1.66 1.16 1.33  C1 1.536, C3 1.516, C4 1.523, H30 1.160
9 C 0.39 2.01 -0.19  C1 1.547, C5 1.576, C10 1.536, H31 1.179
10 C 1.68 1.23 -0.49  C6 1.541, C9 1.536, F14 1.443, H32 1.027
11 N 0.91 -2.76 -1.51  N12 1.424, H33 1.057, H34 1.013
12 N -0.17 -3.36 -0.81  C2 1.287, C7 1.479, N11 1.424
13 F -2.05 -3.03 0.38  C2 1.404
14 F 1.44 0.29 -1.56  C10 1.443
15 H -2.72 -0.57 1.11  C3 1.067
16 H -3.48 0.89 0.38  C3 1.046
17 H -3.76 0.59 1.99  C3 1.102
18 H -0.33 -0.55 1.97  C4 1.098
19 H 0.14 1.12 2.48  C4 0.992
20 H -0.88 0.12 -0.33  C1 1.112
21 H -0.28 3.57 0.97  C5 0.990
22 H 1.38 3.38 1.27  C5 1.137
23 H 0.81 4.10 -0.30  C5 1.067
24 H 3.34 1.62 -1.76  C6 0.991
25 H 2.55 2.91 -1.46  C6 1.010
26 H 3.49 2.37 -0.15  C6 1.101
27 H -1.24 -5.01 -0.27  C7 1.021
28 H -0.06 -5.24 -1.61  C7 1.027
29 H 0.39 -5.38 -0.13  C7 1.077
30 H -1.98 2.25 1.57  C8 1.160
31 H 0.15 2.38 -1.29  C9 1.179
32 H 1.87 0.71 0.38  C10 1.027
33 H 0.92 -3.10 -2.51  N11 1.057
34 H 0.85 -1.75 -1.47  N11 1.013

- LUMO (eV) = 0.92
- HOMO (eV) = -8.85
- energy relative to the best compared isomer or geometry (same formula, charge and spin) (kcal/mol) = 19.1
- frontier orbital gap (eV) = 9.77

---

2.
2 unconnected molecules or ions with the total composition C10H20N, computed with ωB97M-V/def2-TZVPD.

Each atom is followed by the atoms it is bonded to, with distances in Å.
Geometry (Å):
1 C -4.14 -0.60 -0.49  C3 1.448, H12 1.113, H13 1.079, H29 1.159
2 C -1.45 0.85 1.69  C4 1.295, H14 1.078, H15 1.065
3 C -2.89 0.11 -0.29  C1 1.448, C4 1.311, H16 1.098
4 C -2.11 0.23 0.76  C2 1.295, C3 1.311
5 C 1.24 2.71 -0.89  C8 1.558, H17 1.097, H18 1.080, H19 1.072
6 C 1.15 -2.34 -0.31  C9 1.534, H20 1.117, H21 1.140, H22 1.065
7 C 1.91 -1.04 1.75  C9 1.547, H23 1.144, H24 1.042, H25 1.126
8 C 1.20 1.55 0.15  C5 1.558, C10 1.513, H26 1.078, H27 1.108
9 C 1.11 -1.00 0.43  C6 1.534, C7 1.547, C10 1.439, H28 1.171
10 C 1.10 0.16 -0.42  C8 1.513, C9 1.439, N11 1.281
11 N 0.99 0.10 -1.70  C10 1.281, H30 1.033, H31 1.092
12 H -5.01 -0.01 -0.87  C1 1.113
13 H -4.04 -1.44 -1.16  C1 1.079
14 H -1.90 1.76 2.03  C2 1.078
15 H -0.77 0.29 2.29  C2 1.065
16 H -2.46 0.45 -1.24  C3 1.098
17 H 2.30 2.89 -1.13  C5 1.097
18 H 0.80 3.67 -0.67  C5 1.080
19 H 0.59 2.53 -1.71  C5 1.072
20 H 2.17 -2.44 -0.76  C6 1.117
21 H 0.40 -2.60 -1.13  C6 1.140
22 H 1.16 -3.17 0.37  C6 1.065
23 H 1.79 -2.09 2.19  C7 1.144
24 H 2.90 -0.72 1.73  C7 1.042
25 H 1.23 -0.36 2.33  C7 1.126
26 H 0.27 1.81 0.65  C8 1.078
27 H 2.10 1.59 0.80  C8 1.108
28 H 0.03 -0.82 0.86  C9 1.171
29 H -4.45 -0.95 0.56  C1 1.159
30 H 0.99 -0.83 -2.14  N11 1.033
31 H 1.08 1.08 -2.17  N11 1.092

- LUMO (eV) = -3.57
- HOMO (eV) = -12.73
- energy relative to the best compared isomer or geometry (same formula, charge and spin) (kcal/mol) = 38.5
- frontier orbital gap (eV) = 9.15
- total charge = +1

---

3.
A single C10H20N2O4 molecule, computed with ωB97M-V/def2-TZVPD.

Each atom is followed by the atoms it is bonded to, with distances in Å.
Geometry (Å):
1 C 2.15 -2.25 -2.65  C2 1.545, H17 1.079, H18 1.077, H19 1.107
2 C 1.11 -1.34 -1.96  C1 1.545, C3 1.535, C4 1.518, H20 1.086
3 C 0.05 -1.02 -3.02  C2 1.535, H21 1.101, H22 1.109, H23 1.087
4 C 0.57 -1.91 -0.66  C2 1.518, C5 1.524, H24 1.111, H25 1.107
5 C 0.01 -0.89 0.31  C4 1.524, N6 1.454, C14 1.514, H26 1.083
6 N 1.06 -0.08 0.92  C5 1.454, C7 1.368, H27 1.018
7 C 0.95 1.22 1.34  N6 1.368, O8 1.202, C9 1.525
8 O 1.67 1.67 2.19  C7 1.202
9 C -0.18 2.09 0.79  C7 1.525, N10 1.458, C11 1.527, H28 1.130
10 N -0.37 2.04 -0.65  C9 1.458, H29 1.030, H30 1.020
11 C -1.51 1.84 1.49  C9 1.527, C12 1.480, O13 1.410, H31 1.097
12 C -1.49 2.47 2.83  C11 1.480, H32 1.100, H33 1.111, H34 1.090
13 O -2.57 2.41 0.76  C11 1.410, H35 0.973
14 C -0.68 -1.75 1.34  C5 1.514, O15 1.219, O16 1.349
15 O -1.61 -2.48 1.03  C14 1.219
16 O -0.22 -1.64 2.61  C14 1.349, H36 1.027
17 H 2.56 -1.77 -3.52  C1 1.079
18 H 2.97 -2.48 -1.98  C1 1.077
19 H 1.64 -3.18 -2.95  C1 1.107
20 H 1.67 -0.43 -1.72  C2 1.086
21 H 0.46 -0.55 -3.93  C3 1.101
22 H -0.57 -1.89 -3.30  C3 1.109
23 H -0.68 -0.31 -2.63  C3 1.087
24 H 1.40 -2.39 -0.10  C4 1.111
25 H -0.22 -2.66 -0.89  C4 1.107
26 H -0.72 -0.24 -0.16  C5 1.083
27 H 1.78 -0.60 1.41  N6 1.018
28 H 0.18 3.13 1.05  C9 1.130
29 H -0.54 2.99 -1.00  N10 1.030
30 H 0.52 1.71 -1.04  N10 1.020
31 H -1.60 0.75 1.57  C11 1.097
32 H -2.47 2.37 3.32  C12 1.100
33 H -1.30 3.56 2.69  C12 1.111
34 H -0.67 2.10 3.44  C12 1.090
35 H -2.69 1.91 -0.07  O13 0.973
36 H -0.67 -2.40 3.14  O16 1.027

- LUMO (eV) = 0.52
- HOMO (eV) = -9.60
- energy relative to the best compared isomer or geometry (same formula, charge and spin) (kcal/mol) = 24.7
- frontier orbital gap (eV) = 10.13
- SMILES string = CC(C)C[C@H](NC(=O)[C@@H](N)[C@@H](C)O)C(=O)O